{
  "formula": "C14H23NO4",
  "method": "ωB97M-V/def2-TZVPD",
  "smiles": "COCCNCCOCCOc1cccc(OC)c1",
  "gap_ev": 8.970,
  "max_force_ev_per_a": 0.59,
  "lumo_ev": 0.864,
  "relative_energy_kj_mol": 338.4,
  "symbols": ["O", "O", "O", "O", "N", "C", "C", "C", "C", "C", "C", "C", "C", "C", "C", "C", "C", "C", "C", "H", "H", "H", "H", "H", "H", "H", "H", "H", "H", "H", "H", "H", "H", "H", "H", "H", "H", "H", "H", "H", "H", "H"],
  "xyz": [[-1.49302, 0.41903, -1.05908], [5.24676, -0.99030, 0.41757], [-0.50365, -1.05766, 2.15045], [-4.82283, 3.51943, -2.43724], [2.41381, -0.76964, 0.91827], [-5.28333, 2.04332, -0.68240], [-0.57658, -0.05269, 1.16262], [-2.75318, 0.90421, -0.85561], [3.00947, -1.68344, -0.03493], [-4.91385, 1.02430, 0.16602], [-0.99377, -0.59518, -0.21813], [-3.11929, 1.93776, -1.72059], [4.43109, -2.13680, 0.32763], [-3.65495, 0.44529, 0.09452], [6.58079, -1.28445, 0.73284], [-4.37778, 2.50929, -1.63898], [-3.95365, 4.03180, -3.41702], [1.95172, -1.36728, 2.16262], [0.55149, -1.98381, 2.01130], [7.03831, -1.92485, -0.03168], [-6.25930, 2.49720, -0.62922], [-0.12004, -0.98521, -0.74631], [-1.34062, 0.64115, 1.52366], [6.65938, -1.78915, 1.70461], [-3.67059, 3.26404, -4.14433], [3.09448, -0.04073, 1.10766], [-4.51057, 4.81928, -3.92274], [1.89069, -0.58457, 2.92167], [0.38388, -2.70073, 2.81922], [-5.61448, 0.66630, 0.90558], [2.63034, -2.14900, 2.53746], [2.37342, -2.56457, -0.14289], [0.37606, 0.47814, 1.06757], [0.47898, -2.51268, 1.05288], [3.05550, -1.16148, -0.99446], [4.43622, -2.67752, 1.28783], [4.81275, -2.82079, -0.44582], [-3.04979, 4.45743, -2.96941], [-1.72661, -1.40282, -0.09308], [-3.40072, -0.34642, 0.77977], [-2.38548, 2.25787, -2.44157], [7.10896, -0.33408, 0.77373]],
  "atomic_forces_ev_per_a": [[-0.2, 0.4, -0.1], [-0.3, 0.1, -0.1], [-0.1, 0.0, 0.0], [-0.1, -0.2, 0.3], [0.2, 0.3, 0.1], [-0.1, 0.1, -0.1], [-0.2, 0.3, -0.3], [-0.2, 0.0, 0.0], [0.5, 0.0, 0.0], [-0.1, 0.2, -0.2], [0.2, -0.3, 0.5], [0.1, 0.1, -0.2], [-0.3, -0.1, 0.0], [0.4, -0.3, 0.0], [0.1, 0.0, 0.1], [0.0, -0.1, 0.1], [0.1, 0.1, -0.2], [-0.4, -0.3, -0.1], [0.3, 0.0, 0.2], [0.0, 0.0, 0.0], [-0.1, 0.1, 0.0], [-0.1, 0.0, 0.1], [0.1, 0.0, -0.1], [0.0, 0.0, 0.0], [0.0, 0.0, 0.0], [-0.1, 0.0, 0.0], [0.1, 0.0, 0.0], [0.0, -0.1, 0.0], [0.1, 0.0, -0.1], [-0.1, 0.0, 0.1], [0.0, 0.0, 0.0], [0.0, 0.0, -0.1], [-0.2, 0.0, 0.0], [0.0, -0.1, 0.0], [0.0, -0.2, -0.1], [0.0, 0.0, -0.1], [0.0, 0.0, 0.1], [0.0, 0.0, 0.0], [0.1, 0.0, 0.0], [0.1, -0.1, 0.1], [0.1, 0.1, -0.1], [0.1, -0.1, 0.0]],
  "mulliken_charge": [-0.405, -0.315, -0.445, -0.408, -0.145, -0.750, -0.284, 0.413, -0.795, -0.725, -0.609, -0.205, -0.552, -0.672, -0.744, 0.762, -0.791, -0.730, -0.477, 0.289, 0.431, 0.207, 0.551, 0.311, 0.323, 0.266, 0.227, 0.451, 0.359, 0.363, 0.309, 0.359, 0.295, 0.274, 0.348, 0.300, 0.430, 0.323, 0.358, 0.388, 0.476, 0.238]
}



{
  "formula": "C14H23O",
  "method": "ωB97M-V/def2-TZVPD",
  "gap_ev": [5.401, 8.874],
  "max_force_ev_per_a": 5.16,
  "lumo_ev": [-0.048, -0.027],
  "relative_energy_kj_mol": 177.8,
  "s2": 0.7813,
  "spin_multiplicity": 2,
  "symbols": ["O", "C", "C", "C", "C", "C", "C", "C", "C", "C", "C", "C", "C", "C", "C", "H", "H", "H", "H", "H", "H", "H", "H", "H", "H", "H", "H", "H", "H", "H", "H", "H", "H", "H", "H", "H", "H", "H"],
  "xyz": [[0.13089, 2.83384, 0.80624], [-1.37731, 1.08984, 0.15257], [1.14558, -3.84540, 2.46928], [-1.69782, -0.21446, 0.35349], [-0.37220, -2.12399, 1.33922], [0.33056, -2.57459, 2.61998], [-0.62603, 1.82771, 1.12567], [-0.54632, 1.27186, 2.44609], [-1.08944, -3.27474, 0.65153], [-1.37112, -0.94472, 1.61772], [0.94347, 2.67413, -3.05822], [1.50023, 3.09944, -1.85388], [1.10735, 1.27522, -3.53940], [-0.90195, -0.01416, 2.69197], [0.22599, 3.62639, -3.95069], [2.40935, 2.57191, -1.52206], [1.79064, -3.80067, 1.57637], [0.29484, 0.99934, -4.23456], [0.51294, -4.74027, 2.37312], [-0.33907, 3.08796, -4.73171], [-0.80704, -0.41367, 3.70644], [-0.42900, -2.70423, 3.41588], [-0.38032, -3.99605, 0.22082], [-1.54292, 1.56301, -0.82358], [1.68988, 4.17791, -1.75501], [1.79796, -4.00564, 3.33984], [0.65001, 2.85582, -0.33555], [-2.18766, -0.77669, -0.44830], [0.93319, 4.29065, -4.48079], [-0.12452, 1.90868, 3.23177], [-0.47507, 4.26449, -3.39120], [-2.29374, -1.45054, 1.98626], [-1.72900, -3.81770, 1.36914], [-1.73049, -2.93250, -0.17430], [0.99350, -1.76442, 2.96883], [0.39894, -1.72336, 0.64778], [1.11453, 0.55044, -2.70897], [2.05116, 1.14916, -4.10178]],
  "atomic_forces_ev_per_a": [[2.7, 2.4, -3.7], [0.6, -0.1, -0.2], [0.3, -0.5, 0.0], [-0.4, 0.2, -0.4], [0.3, 0.5, -0.2], [-0.1, 0.3, 0.4], [-0.9, -2.2, -0.2], [0.3, -0.1, 0.1], [-0.2, -0.4, -0.2], [-0.3, -0.5, 0.2], [0.9, 0.7, 2.0], [1.1, 0.1, -2.1], [-0.2, -0.8, -0.2], [0.1, 0.5, 0.3], [-0.6, 0.2, -0.6], [-0.8, -0.4, 0.3], [-0.2, 0.0, 0.3], [0.3, 0.1, 0.3], [0.2, 0.3, 0.0], [0.2, 0.3, 0.4], [-0.1, 0.2, -0.4], [0.3, -0.1, -0.3], [-0.2, 0.2, 0.2], [0.0, -0.2, 0.3], [-0.8, -0.2, 0.2], [-0.2, 0.1, -0.2], [-2.1, -0.4, 3.5], [0.1, 0.2, 0.3], [-0.2, -0.3, 0.3], [-0.1, -0.3, -0.2], [0.3, -0.2, -0.2], [0.3, 0.1, -0.1], [0.2, 0.2, -0.2], [0.2, 0.0, 0.3], [-0.3, -0.2, -0.1], [-0.3, -0.2, 0.3], [0.1, 0.3, -0.3], [-0.3, 0.2, 0.2]],
  "mulliken_charge": [-0.662, -0.350, -1.424, -0.720, 0.724, -0.591, 0.331, -0.512, -1.557, 0.513, 1.348, -1.504, -1.284, -0.861, -1.309, 0.392, 0.336, 0.397, 0.322, 0.379, 0.401, 0.308, 0.377, 0.456, 0.373, 0.400, 0.385, 0.241, 0.296, 0.388, 0.351, 0.167, 0.339, 0.370, 0.439, 0.127, 0.287, 0.323]
}